{
  "formula": "C25H40BHoO4",
  "method": "ωB97M-V/def2-TZVPD",
  "energy_ha": -2250.34211,
  "spin_multiplicity": 5,
  "symbols": ["O", "C", "C", "H", "H", "C", "H", "H", "C", "H", "H", "H", "C", "H", "H", "H", "Ho", "C", "C", "C", "H", "C", "C", "H", "H", "H", "H", "C", "C", "C", "H", "C", "C", "H", "H", "H", "H", "O", "C", "C", "H", "H", "C", "H", "H", "C", "H", "H", "H", "H", "C", "C", "C", "O", "B", "O", "C", "C", "C", "H", "H", "H", "H", "H", "H", "H", "H", "H", "H", "H", "H"],
  "xyz": [[0.665024, 2.798097, 1.319129], [0.858311, 3.660015, 0.114102], [1.400291, 4.940871, 0.696096], [-0.121025, 3.724051, -0.334698], [1.668525, 3.279089, -0.525677], [0.854310, 4.265914, 1.945314], [0.931614, 5.853640, 0.294894], [2.502221, 4.960956, 0.672244], [-0.420026, 5.016025, 2.327900], [-0.928488, 5.426284, 1.435097], [-0.063648, 5.881808, 2.926149], [-1.050554, 4.347311, 2.933815], [1.807459, 4.145914, 3.131339], [2.792094, 3.736723, 2.815431], [1.304914, 3.480692, 3.870128], [1.905597, 5.172893, 3.550704], [0.000012, 0.251985, 1.362265], [0.071130, -2.747541, 1.706503], [0.975802, -2.568377, 0.628671], [2.081693, -1.796641, 1.111639], [0.898339, -2.965986, -0.373236], [1.838243, -1.499316, 2.502770], [0.574476, -2.068764, 2.841345], [0.146103, -2.100890, 3.845232], [-0.811852, -3.378657, 1.683809], [2.991161, -1.555072, 0.585732], [2.537288, -1.026131, 3.174497], [-2.280064, -0.617551, 1.879174], [-1.696097, 0.030088, 3.041429], [-1.468554, 1.422610, 2.730196], [-1.513716, -0.464521, 3.999714], [-1.949034, 1.644736, 1.398063], [-2.414763, 0.393667, 0.861426], [-2.909724, 0.306349, -0.106255], [-2.740324, -1.615481, 1.872796], [-0.878735, 2.093710, 3.373885], [-1.897044, 2.605292, 0.872514], [3.135776, 2.377273, -1.929666], [3.581084, 1.408179, -0.950868], [4.929761, 0.826324, -1.385932], [2.874067, 0.580923, -0.810503], [3.675057, 1.959269, -0.016439], [4.868418, 1.057152, -2.931778], [5.085392, -0.206982, -1.081876], [5.674468, 1.449102, -0.854420], [3.592468, 1.935999, -3.243510], [4.861436, 0.124663, -3.478087], [5.755146, 1.660194, -3.162259], [2.777372, 1.409832, -3.826920], [3.854378, 2.884662, -3.744406], [-3.277508, -4.909370, -0.740032], [-2.411316, -3.780457, -1.245460], [-1.170681, -4.396753, -1.908337], [-2.008984, -3.003895, -0.079629], [-1.788457, -1.682943, -0.478297], [-2.331576, -1.471361, -1.747041], [-3.084232, -2.662745, -2.120185], [-2.983377, -2.847151, -3.612935], [-4.548291, -2.475466, -1.751369], [-2.682334, -5.535082, -0.059335], [-3.614095, -5.530159, -1.585755], [-4.143858, -4.530103, -0.185872], [-0.591968, -4.961098, -1.158474], [-1.489049, -5.109556, -2.692489], [-0.508380, -3.646605, -2.372274], [-3.513064, -3.764200, -3.907433], [-3.455018, -2.002223, -4.126089], [-1.948321, -2.917689, -3.959532], [-4.697797, -2.311624, -0.679239], [-4.951712, -1.604278, -2.278882], [-5.125762, -3.357623, -2.058812]],
  "forces_ev_per_a": [[1.1, 3.8, -0.2], [1.2, -1.7, -2.3], [0.1, -1.2, 0.3], [-0.1, 0.2, -0.6], [-1.1, -0.6, -0.2], [0.4, 0.6, 2.0], [0.2, -0.4, 0.7], [-0.5, 0.2, -0.1], [0.0, -0.7, 0.2], [0.0, -0.5, 0.6], [-0.4, -0.5, -0.3], [-0.1, 0.6, -0.2], [-0.6, -0.2, -0.1], [-0.7, 0.3, 0.3], [0.6, 0.4, -0.2], [0.2, -0.8, -0.1], [2.4, -4.0, -2.6], [0.5, 0.1, 0.1], [0.8, 0.7, 1.0], [-1.0, 0.0, 0.6], [-0.2, 0.0, 0.1], [-0.4, 0.2, -0.8], [0.5, -0.1, 0.0], [0.2, 0.0, -0.4], [0.2, 0.5, 0.0], [0.0, 0.0, -0.2], [0.0, 0.0, 0.1], [-0.8, 2.1, 2.0], [-1.9, 0.2, -0.6], [-0.5, -0.7, 1.1], [0.1, 0.3, -0.5], [-0.7, -0.3, 0.0], [-1.2, 1.1, 1.3], [0.2, 0.0, 0.5], [0.8, 0.5, -0.2], [-0.7, -0.2, -0.4], [0.0, -0.6, 0.1], [0.5, -1.3, -0.2], [-0.4, 0.0, 0.1], [-0.6, 1.3, -0.2], [-0.3, 0.2, -0.2], [-0.2, -0.1, 0.1], [0.2, 1.0, 0.3], [-0.2, 0.0, -0.1], [0.1, -0.4, -0.8], [0.2, 0.0, 0.9], [0.1, -0.1, -0.2], [-0.2, -0.4, -0.5], [0.9, 0.4, 0.8], [-0.1, -0.6, -0.1], [-0.4, -0.2, -0.1], [0.3, 0.6, 0.1], [0.1, -0.1, -0.2], [-0.2, 0.1, -0.6], [2.2, 0.5, -0.9], [-0.5, -0.6, 0.2], [0.0, -0.2, 0.3], [0.1, -0.3, -0.4], [-0.3, 0.1, 0.0], [-0.2, 0.2, -0.2], [0.0, 0.1, 0.3], [0.2, -0.2, -0.2], [-0.2, 0.3, -0.2], [0.2, 0.3, 0.3], [-0.3, -0.2, 0.3], [0.1, 0.2, 0.0], [0.1, -0.1, 0.1], [-0.2, 0.0, 0.1], [0.1, -0.1, -0.1], [0.1, -0.1, 0.1], [0.0, 0.2, 0.1]],
  "lowdin_charge": [-0.226, -0.169, -0.081, 0.123, 0.099, -0.500, 0.130, 0.126, -0.015, 0.097, 0.103, 0.086, -0.015, 0.097, 0.096, 0.099, 1.518, -0.180, -0.167, -0.211, 0.084, -0.242, -0.229, 0.095, 0.103, 0.067, 0.075, -0.208, -0.210, -0.273, 0.106, -0.226, -0.230, 0.097, 0.125, 0.091, 0.102, -0.190, -0.219, -0.148, 0.100, 0.113, -0.135, 0.104, 0.112, -0.154, 0.097, 0.102, 0.127, 0.113, -0.019, -0.470, -0.021, 0.003, -0.490, 0.051, -0.487, -0.021, -0.020, 0.097, 0.096, 0.085, 0.096, 0.093, 0.093, 0.096, 0.092, 0.084, 0.096, 0.093, 0.091]
}